(1)
One molecule with the formula C5H8N2O3, computed with the ωB97M-V functional and the def2-TZVPD basis.

Element x y z (Å)
O -2.674 0.064 -0.239
O 2.950 1.421 0.006
O 2.012 -0.488 0.589
N 0.795 1.072 -0.595
N -1.521 1.395 1.104
C 0.828 -1.285 0.721
C -1.547 0.721 0.021
C 1.961 0.708 -0.003
C -0.006 -1.216 -0.538
C -0.370 0.242 -0.816
H 0.827 1.973 -1.054
H 0.265 -0.929 1.597
H 1.177 -2.302 0.922
H -0.592 1.784 1.261
H -0.687 0.338 -1.864
H 0.566 -1.617 -1.385
H -3.074 -0.054 0.697
H -0.909 -1.826 -0.424

Output
- gap between HOMO and LUMO (eV) = 10.67
- charge = 0


(2)
A 2-piece molecular cluster, Br3OP overall, computed with the ωB97M-V functional and the def2-TZVPD basis.

Element x y z (Å)
Br 0.599 1.670 1.213
Br 0.691 -1.823 1.407
Br 1.206 0.068 -1.741
P -0.029 -0.159 0.104
O -2.467 0.243 -0.983

Output
- gap between HOMO and LUMO (alpha / beta) (eV) = 7.23 / 7.46
- charge = 0


Maximum force / hartree/bohr: 0.0483, 0.0182
Energy relative to the best compared isomer or geometry (same formula, charge and spin) / eV: 0.000, 5.309
DFT total energy / Ha: -530.5773, -8138.5106